Record 1
Formula: C4H17NO4
Source: OMol25
Level of theory: the ωB97M-V functional and the def2-TZVPD basis

Properties
- multiplicity = 1
- orbital gap (Eh) = 0.31808
- E_HOMO (Ha) = -0.307
- SMILES = CNC[C@@H](C)O.O.O.O
- relative energy (zero: lowest compared OMol25 entry of this formula, charge and spin) (kcal/mol) = 18.6

Geometry (Å):
O -2.99 -1.24 -2.08
O 0.78 1.14 0.02
O -2.39 1.86 0.04
O 2.64 -0.20 -1.90
N -0.50 -1.45 0.62
C 0.59 0.73 1.38
C 0.51 -0.82 1.40
C -0.20 -1.71 -0.77
C 1.66 1.27 2.30
H 1.82 2.26 1.88
H -0.43 -0.90 -1.48
H 2.66 0.84 2.20
H 0.41 -1.04 2.47
H 0.86 -1.88 -0.96
H 3.55 -0.10 -1.59
H 1.52 -1.19 1.18
H -1.36 -0.93 0.68
H -3.54 -0.48 -1.87
H -2.18 -1.12 -2.57
H 2.49 0.60 -2.41
H 1.45 0.56 -0.36
H -1.44 1.73 0.20
H 1.47 1.45 3.36
H -0.42 1.04 1.64
H -0.83 -2.52 -1.11
H -2.43 1.87 -0.92

---

Record 2
Formula: C4H17NO5S2
Source: OMol25
Level of theory: the ωB97M-V functional and the def2-TZVPD basis

Properties
- multiplicity = 1
- orbital gap (Eh) = 0.30802
- E_HOMO (Ha) = -0.311
- SMILES = C[C@@H](CSS)NC=O.O.O.O.O
- relative energy (zero: lowest compared OMol25 entry of this formula, charge and spin) (kcal/mol) = 71.7

Geometry (Å):
S -3.26 1.23 1.82
S -2.16 -0.38 1.48
O 1.99 -0.06 4.17
O -0.83 -3.55 -0.95
O -0.91 2.59 -3.34
O -2.08 -0.77 -1.94
O 2.39 -2.14 -2.26
N 1.76 0.05 1.98
C 0.43 0.69 1.96
C 2.50 -0.29 3.06
C -0.37 -0.14 0.86
C 0.59 2.19 1.49
H -1.05 -2.72 -1.45
H -0.27 2.96 1.66
H -1.49 -0.53 -2.65
H -2.91 -0.73 -2.16
H 2.00 0.04 0.96
H -0.60 2.44 -4.23
H -0.09 -1.15 0.73
H 2.63 -3.10 -2.07
H 0.02 0.71 2.99
H -0.64 0.52 -0.02
H 0.78 2.23 0.36
H -0.18 -4.00 -1.37
H -3.78 1.44 0.58
H 2.69 -1.91 -3.11
H -1.94 2.63 -3.37
H 1.34 2.63 2.08
H 3.44 -0.87 2.73

---

Record 3
Formula: C4H17NSi3
Source: OMol25
Level of theory: the ωB97M-V functional and the def2-TZVPD basis

Properties
- multiplicity = 1
- orbital gap (Eh) = 0.33940
- E_HOMO (Ha) = -0.323
- SMILES = CCC/[SiH]=N/C.[SiH3][SiH3]
- relative energy (zero: lowest compared OMol25 entry of this formula, charge and spin) (kcal/mol) = 0.2

Geometry (Å):
Si 1.07 2.76 2.57
Si 0.36 -2.18 -1.55
Si 1.86 4.21 0.97
N -1.10 -2.55 -2.13
C -1.01 -1.05 1.21
C -0.87 -0.14 0.00
C -1.70 -3.62 -2.87
C 0.41 -0.46 -0.76
H -2.77 -3.43 -2.92
H 0.58 0.29 -1.54
H -0.11 -1.02 1.82
H 1.26 -0.38 -0.07
H -1.55 -4.60 -2.40
H -1.85 -0.76 1.83
H -1.32 -3.68 -3.89
H 1.21 4.02 -0.34
H 3.30 4.06 0.74
H -0.85 0.90 0.32
H -1.17 -2.08 0.88
H 2.14 2.27 3.45
H 1.64 5.61 1.34
H 0.07 3.37 3.46
H 1.68 -2.83 -1.49
H -1.72 -0.28 -0.66
H 0.45 1.56 2.03

---

- Look up the relative energy (zero: lowest compared OMol25 entry of this formula, charge and spin) of the second one.
  71.7 kcal/mol

---

- Look up the relative energy (zero: lowest compared OMol25 entry of this formula, charge and spin) of the third one.
  0.2 kcal/mol

---

- Number 2 is which compound?
  C4H17NO5S2